--- P ---
The following is a quantum chemistry calculation of 2 unconnected molecules or ions with the total composition C4H5ClOS, from the Open Molecules 2025 dataset.

Structure (XYZ):
```
12
C4H5ClOS (ωB97M-V with the def2-TZVPD basis set)
Cl 0.12 2.78 0.23
S 0.15 1.24 -1.16
C -1.10 0.19 -0.60
C -1.75 -0.93 -0.61
C -2.07 -0.04 0.54
H -2.01 -1.81 -1.19
H -3.02 0.60 0.32
H -1.66 -0.24 1.55
C 2.83 -0.44 0.25
O 1.93 -1.27 0.33
H 2.75 0.68 0.62
H 3.83 -0.75 -0.28
```

Computed properties:
lowest unoccupied orbital energy = -0.34 eV
SMILES string = ClSC1=CC1.C=O
frontier orbital gap = 8.27 eV
net charge = 0
2S+1 = 1

--- Q ---
The following is a quantum chemistry calculation of C4H5ClOS in the gas phase, from the Open Molecules 2025 dataset.

Structure (XYZ):
```
12
C4H5ClOS (ωB97M-V with the def2-TZVPD basis set)
C 1.42 1.50 -1.18
S 1.53 0.51 0.06
O 1.98 1.08 1.41
Cl 2.90 -1.08 0.11
C 0.00 -0.35 0.33
C -0.45 -1.48 0.73
C -1.54 -0.45 0.32
H 2.13 2.25 -1.22
H 0.71 1.38 -1.96
H -0.40 -2.44 1.15
H -2.03 -0.66 -0.63
H -2.09 0.08 1.17
```

Computed properties:
lowest unoccupied orbital energy = -0.18 eV
SMILES string = C=[S@](=O)(Cl)C1=CC1
frontier orbital gap = 9.11 eV
net charge = 0
2S+1 = 1

The most stable arrangement is P, and the next structure is 173.7 kJ/mol less stable.

--- P ---
The following is a quantum chemistry calculation of a gas-phase ion, C2H7N3P (charge +1), from the Open Molecules 2025 dataset.

Structure (XYZ):
```
13
C2H7N3P (ωB97M-V with the def2-TZVPD basis set)
H -1.16 -1.42 -2.36
N -0.69 -0.56 -2.00
N -0.43 -0.23 -0.87
C 0.01 1.05 -0.37
C 1.03 0.72 0.75
P -0.21 -0.35 1.75
N -0.75 -1.11 0.28
H -0.87 1.45 0.24
H 0.23 1.75 -1.19
H 1.98 0.38 0.27
H 1.39 1.56 1.30
H 0.69 -1.31 2.25
H -1.23 -1.94 -0.04
```

Computed properties:
lowest unoccupied orbital energy (spin up / spin down) = -5.40 / -5.40 eV
SMILES string = [H]/N=[N+]1/CCPN1
frontier orbital gap (spin up / spin down) = 8.40 / 8.40 eV
net charge = +1
2S+1 = 1

--- Q ---
The following is a quantum chemistry calculation of a gas-phase ion, C2H7N3P (charge +1), from the Open Molecules 2025 dataset.

Structure (XYZ):
```
13
C2H7N3P (ωB97M-V with the def2-TZVPD basis set)
C -0.48 -0.13 0.83
C 0.23 -0.49 -1.45
N -0.44 -0.91 -0.18
N 0.66 1.72 -0.07
N -0.91 -0.19 2.08
P 1.33 1.01 -1.23
H 0.56 -1.37 -2.14
H -0.49 0.08 -2.15
H -0.40 -1.96 -0.17
H -0.16 2.25 -0.05
H -1.50 -0.93 2.51
H -0.93 0.68 2.71
H 2.53 0.23 -0.67
```

Computed properties:
lowest unoccupied orbital energy (spin up / spin down) = -5.77 / -5.82 eV
frontier orbital gap (spin up / spin down) = 7.59 / 7.68 eV
net charge = +1
2S+1 = 1

The most stable arrangement is P, and the next structure is 42.2 kJ/mol less stable.

--- P ---
The following is a quantum chemistry calculation of 2 unconnected molecules or ions with the total composition C4H6ClN, from the Open Molecules 2025 dataset.

Structure (XYZ):
```
12
C4H6ClN (ωB97M-V with the def2-TZVPD basis set)
C -1.85 0.09 -0.56
C 1.41 1.63 -0.17
C -1.27 -1.08 0.20
C 2.68 1.42 0.21
N 0.28 1.83 -0.42
Cl -2.88 1.24 0.08
H -1.40 -2.07 -0.08
H -1.69 -0.87 1.24
H -0.26 -0.80 0.16
H 2.88 1.09 1.24
H -1.66 0.36 -1.61
H 3.42 1.24 -0.59
```

Computed properties:
lowest unoccupied orbital energy (spin up / spin down) = 0.76 / -1.76 eV
frontier orbital gap (spin up / spin down) = 7.79 / 8.70 eV
net charge = 0
2S+1 = 3

--- Q ---
The following is a quantum chemistry calculation of 2 unconnected molecules or ions with the total composition C4H6ClN, from the Open Molecules 2025 dataset.

Structure (XYZ):
```
12
C4H6ClN (ωB97M-V with the def2-TZVPD basis set)
C 1.06 1.14 0.14
C -0.32 0.89 -0.12
C 2.25 0.85 0.58
C -1.54 0.13 -0.52
N 0.06 2.14 -0.03
Cl -0.79 -3.94 0.52
H 2.58 -0.19 0.38
H -0.88 -2.73 0.12
H 2.94 1.65 0.60
H -1.76 0.44 -1.55
H -2.33 0.46 0.11
H -1.28 -0.85 -0.23
```

Computed properties:
lowest unoccupied orbital energy (spin up / spin down) = 0.70 / -2.53 eV
frontier orbital gap (spin up / spin down) = 6.38 / 7.19 eV
net charge = 0
2S+1 = 3

The most stable arrangement is P, and the next structure is 224.5 kJ/mol less stable.

--- P ---
The following is a quantum chemistry calculation of 2 unconnected molecules or ions with the total composition C3H5F, from the Open Molecules 2025 dataset.

Structure (XYZ):
```
9
C3H5F (ωB97M-V with the def2-TZVPD basis set)
C 0.92 0.63 -0.83
C 0.25 -0.36 -0.34
C -0.36 -1.46 0.03
H 2.07 0.62 -0.69
H 0.50 1.53 -1.14
H -0.64 -1.54 0.99
H -0.61 -2.17 -0.58
F -1.53 2.20 1.85
H -1.01 1.52 1.40
```

Computed properties:
lowest unoccupied orbital energy = 0.80 eV
SMILES string = C=C=C.F
frontier orbital gap = 11.08 eV
net charge = 0
2S+1 = 1

--- Q ---
The following is a quantum chemistry calculation of C3H5F in the gas phase, from the Open Molecules 2025 dataset.

Structure (XYZ):
```
9
C3H5F (ωB97M-V with the def2-TZVPD basis set)
C -0.63 -0.48 0.79
C 0.00 -0.25 -0.49
C 0.69 0.89 -0.70
F 1.46 1.08 -1.87
H 0.17 -1.16 1.24
H -0.96 0.44 1.39
H -1.63 -1.01 0.81
H -0.03 -1.18 -1.20
H 0.94 1.66 0.03
```

Computed properties:
lowest unoccupied orbital energy = 1.17 eV
SMILES string = C/C=C/F
frontier orbital gap = 10.64 eV
net charge = 0
2S+1 = 1

The most stable arrangement is Q, and the next structure is 86.6 kJ/mol less stable.

--- P ---
The following is a quantum chemistry calculation of 14 unconnected molecules or ions with the total composition C4H35NO15, from the Open Molecules 2025 dataset.

Structure (XYZ):
```
55
C4H35NO15 (ωB97M-V with the def2-TZVPD basis set)
C 0.84 0.40 -0.77
O 2.12 0.94 -0.79
C 0.05 0.20 -2.05
C -1.20 -0.64 -1.81
C -1.64 -1.47 -2.97
O -2.28 -2.49 -2.81
N -0.24 1.53 -2.58
H 0.93 -0.62 -0.37
H 0.20 0.82 0.03
H 2.23 1.88 -0.93
H 0.61 -0.36 -2.82
H -1.01 -1.33 -0.98
H -1.98 0.01 -1.44
H -1.43 -1.13 -4.00
H -0.01 2.41 -2.15
H -0.26 1.64 -3.58
H -1.79 -1.28 3.07
H -1.14 -1.09 4.53
O -1.14 -1.58 3.71
H -1.00 4.62 -1.32
H 0.10 4.25 -0.47
O -0.15 4.17 -1.41
H -2.04 2.09 1.92
H -0.77 1.26 2.18
O -1.23 1.79 1.51
H 0.64 -2.74 1.66
H 0.86 -3.17 0.11
O 0.26 -2.89 0.79
H 3.56 0.23 -1.74
H 3.48 0.41 -3.33
O 3.92 -0.03 -2.60
H -2.19 1.57 -0.67
H -2.59 2.61 -1.51
O -3.04 2.00 -0.89
H -3.69 -0.26 1.43
H -2.41 -0.92 1.51
O -2.95 -0.34 2.05
H 3.60 -1.21 1.16
H 3.71 0.17 0.46
O 3.58 -0.25 1.30
H 0.60 -2.22 3.56
H 2.14 -1.86 3.35
O 1.50 -2.55 3.51
H -1.23 3.93 0.52
H -0.04 3.54 1.35
O -0.38 4.27 0.81
H -3.91 -1.38 -1.15
H -3.02 -2.27 -0.26
O -3.40 -1.38 -0.34
H 3.25 -2.78 -0.99
H 3.58 -3.50 0.39
O 3.37 -2.67 -0.05
H 1.59 0.19 1.89
H 0.68 -0.57 2.95
O 1.17 0.23 2.75
```

Computed properties:
lowest unoccupied orbital energy = 0.10 eV
frontier orbital gap = 9.15 eV
net charge = 0
2S+1 = 1

--- Q ---
The following is a quantum chemistry calculation of 14 unconnected molecules or ions with the total composition C4H35NO15, from the Open Molecules 2025 dataset.

Structure (XYZ):
```
55
C4H35NO15 (ωB97M-V with the def2-TZVPD basis set)
C 0.14 -1.97 1.96
N -0.74 -1.51 0.87
C -0.13 -0.59 -0.10
C 0.65 -1.35 -1.22
O 0.66 -0.50 -2.37
C 0.78 0.49 0.42
O 1.74 0.25 1.15
H 0.50 -1.14 2.63
H -0.43 -2.66 2.55
H 1.04 -2.54 1.57
H -1.53 -1.02 1.23
H -0.99 -0.08 -0.60
H 0.12 -2.29 -1.54
H 1.70 -1.60 -0.97
H 1.34 0.17 -2.29
H 0.67 1.45 0.08
H 2.04 3.11 0.64
H 2.70 1.86 0.95
O 2.85 2.62 0.45
H 4.00 -1.82 0.78
H 2.64 -1.26 1.09
O 3.09 -2.06 0.94
H 1.61 0.86 3.28
H 1.26 1.93 4.39
O 1.01 1.04 3.98
H -2.42 -2.09 -2.15
H -1.42 -1.27 -2.84
O -2.34 -1.31 -2.63
H -3.13 -0.18 -1.59
H -2.66 1.32 -1.33
O -3.32 0.61 -1.02
H 2.58 1.93 -0.98
H 3.05 1.73 -2.53
O 2.36 1.53 -1.95
H -1.19 2.80 -1.80
H -0.45 4.10 -2.11
O -0.95 3.64 -1.40
H 0.89 -3.75 0.13
H 2.40 -3.37 0.16
O 1.72 -4.00 -0.30
H -1.59 1.11 1.97
H -0.31 1.21 2.81
O -0.67 1.37 1.95
H -3.26 0.43 0.60
H -3.79 -0.26 1.89
O -3.13 0.31 1.63
H -1.64 -4.16 -1.13
H -1.70 -2.85 -0.17
O -2.18 -3.34 -0.90
H -1.92 0.88 -3.25
H -0.58 0.68 -2.56
O -1.31 1.32 -2.71
H -0.12 3.74 0.06
H -0.06 2.91 1.38
O 0.40 3.62 0.91
```

Computed properties:
lowest unoccupied orbital energy = 0.26 eV
frontier orbital gap = 9.85 eV
net charge = 0
2S+1 = 1

The most stable arrangement is Q, and the next structure is 210.7 kJ/mol less stable.

--- P ---
The following is a quantum chemistry calculation of a molecular structure, HN2O3P, from the Open Molecules 2025 dataset.

Structure (XYZ):
```
7
HN2O3P (ωB97M-V with the def2-TZVPD basis set)
N -2.13 -0.26 -0.13
N 1.71 -0.05 0.12
O 1.79 1.15 0.06
O -2.97 -1.06 0.22
O 2.49 -0.95 0.12
P -0.58 -0.14 -0.03
H -0.31 1.30 -0.36
```

Computed properties:
lowest unoccupied orbital energy (spin up / spin down) = -1.26 / -2.05 eV
frontier orbital gap (spin up / spin down) = 8.43 / 7.53 eV
net charge = 0
2S+1 = 1

--- Q ---
The following is a quantum chemistry calculation of HN2O3P in the gas phase, from the Open Molecules 2025 dataset.

Structure (XYZ):
```
7
HN2O3P (ωB97M-V with the def2-TZVPD basis set)
O -2.42 -0.95 -0.17
N -1.45 -0.31 -0.54
P -0.44 0.60 0.55
N 1.12 0.30 -0.29
O 1.21 0.66 -1.49
O 1.98 -0.26 0.34
H 0.00 -0.05 1.60
```

Computed properties:
lowest unoccupied orbital energy (spin up / spin down) = -1.58 / -1.58 eV
SMILES string = O=NP[N+](=O)[O-]
frontier orbital gap (spin up / spin down) = 8.41 / 8.41 eV
net charge = 0
2S+1 = 1

--- R ---
The following is a quantum chemistry calculation of HN2O3P in the gas phase, from the Open Molecules 2025 dataset.

Structure (XYZ):
```
7
HN2O3P (ωB97M-V with the def2-TZVPD basis set)
O 1.28 -2.07 1.52
N 1.49 -0.95 1.28
P -0.21 0.15 1.15
N 0.57 1.68 0.73
O 1.01 2.28 1.70
O 0.65 2.12 -0.35
H -0.23 -0.30 -0.07
```

Computed properties:
lowest unoccupied orbital energy (spin up / spin down) = -1.12 / -1.12 eV
SMILES string = O=NP[N+](=O)[O-]
frontier orbital gap (spin up / spin down) = 8.46 / 8.46 eV
net charge = 0
2S+1 = 1

The most stable arrangement is R, and the next structure is 11.2 kJ/mol less stable.

--- P ---
The following is a quantum chemistry calculation of 2 unconnected molecules or ions with the total composition C3H3IS, from the Open Molecules 2025 dataset.

Structure (XYZ):
```
8
C3H3IS (ωB97M-V with the def2-TZVPD basis set)
C 3.09 1.93 2.67
C 2.40 1.81 1.66
C 0.10 0.13 0.10
S 1.05 1.57 -0.40
I 4.07 2.12 4.44
H 0.71 -0.52 0.71
H -0.18 -0.39 -0.82
H -0.80 0.44 0.64
```

Computed properties:
lowest unoccupied orbital energy = -1.98 eV
frontier orbital gap = 7.21 eV
net charge = 0
2S+1 = 1

--- Q ---
The following is a quantum chemistry calculation of 2 unconnected molecules or ions with the total composition C3H3IS, from the Open Molecules 2025 dataset.

Structure (XYZ):
```
8
C3H3IS (ωB97M-V with the def2-TZVPD basis set)
C -1.21 -1.12 -2.33
C -0.92 -0.96 -1.17
C -0.49 -0.38 0.00
S 0.22 1.12 -0.08
H -1.22 -1.57 -3.29
H -0.46 -1.07 0.87
I 2.05 1.26 2.71
H 2.05 2.73 3.31
```

Computed properties:
lowest unoccupied orbital energy = -1.27 eV
SMILES string = C#CC=S.I
frontier orbital gap = 7.14 eV
net charge = 0
2S+1 = 1

The most stable arrangement is Q, and the next structure is 160.3 kJ/mol less stable.